# 1
Computed, not measured: C3H7N5 as an isolated structure in a non-equilibrium geometry, with ωB97M-V/def2-TZVPD.

Results
E_HOMO   -8.7 eV
DFT total energy   -391.998376 hartree
HOMO-LUMO gap   8.42 eV
Energy relative to the best compared isomer or geometry (same formula, charge and spin)   8.1816 eV
Molecular weight   113.12 g/mol

Each line ends with the Löwdin charge.
Element x y z (Å)
C -0.945432 0.223279 1.110411  -0.233
C -0.041404 -0.001079 0.076820  -0.425
C 3.036309 -0.891666 -0.647459  -0.045
H -3.826279 0.560390 -0.196782  0.140
H -2.255146 0.062786 -1.037742  0.085
H -0.459020 0.019976 2.131986  0.132
H -1.089557 -1.586544 -0.322197  0.121
H 1.024403 2.098529 0.277181  0.283
H 4.219604 -0.850211 -0.686067  0.067
H 2.275899 -1.883283 -0.535725  0.094
N -2.822832 0.175761 -0.169401  -0.014
N -2.238949 0.321247 1.004150  -0.039
N -0.377761 -0.899230 -0.983813  0.043
N 1.232954 0.744891 0.169140  -0.099
N 2.465624 0.456638 -0.429973  -0.111

Cartesian forces, eV/Å:
C -0.42 -0.52 3.65
C 1.96 -2.56 -6.10
C -3.89 4.26 1.90
H 2.50 -0.88 -0.07
H -0.60 0.23 0.81
H -1.29 1.17 -1.15
H 1.84 2.28 -2.80
H 0.96 -5.61 -0.58
H -2.98 -0.21 -0.35
H 2.57 2.83 -0.37
N -2.13 0.92 -0.72
N 0.70 -0.20 0.22
N 0.24 0.95 6.54
N -1.75 2.62 -0.95
N 2.28 -5.28 -0.03

---

# 2
Computed, not measured: one molecule with the formula C3H7N5 in a non-equilibrium geometry, with ωB97M-V/def2-TZVPD.

Results
E_HOMO   -8.9 eV
DFT total energy   -392.219671 hartree
HOMO-LUMO gap   9.50 eV
Energy relative to the best compared isomer or geometry (same formula, charge and spin)   2.1599 eV
Molecular weight   113.12 g/mol

Each line ends with the Löwdin charge.
Element x y z (Å)
C -0.004251 -0.839835 -0.416012  -0.435
C 0.060599 -0.016767 2.055945  -0.204
C -0.033666 0.759304 -2.053617  -0.436
H 0.645288 -2.616238 0.883180  0.202
H 0.470530 -2.545696 -0.988128  0.104
H -0.376045 0.968214 0.255179  0.067
H 0.394855 -0.906284 2.416404  0.054
H -0.391441 1.655734 2.972428  0.029
H 0.177524 0.728985 -3.252293  0.132
H -0.287050 2.679940 -2.129039  0.033
N 0.520983 -2.033141 -0.102683  0.122
N -0.255187 0.038503 0.603176  0.129
N -0.146143 0.705201 3.087959  0.113
N -0.013998 -0.516397 -1.752024  0.053
N -0.215619 1.894284 -1.504375  0.036

Cartesian forces, eV/Å:
C 1.37 1.23 0.48
C -1.73 0.88 -1.02
C 0.34 2.28 -6.44
H -0.95 2.62 -3.71
H 0.61 -0.55 0.81
H -0.42 1.03 -0.44
H 1.12 -3.20 -0.14
H -0.83 1.26 -0.56
H -0.52 0.61 2.24
H 0.40 -0.19 -0.33
N -0.04 -3.04 1.52
N 0.46 0.88 2.18
N 0.90 -0.44 -1.38
N -0.19 -2.70 4.70
N -0.51 -0.67 2.08

---

# 3
Computed, not measured: one molecule with the formula C3H7N5 in a non-equilibrium geometry, with ωB97M-V/def2-TZVPD.

Results
E_HOMO   -9.2 eV
DFT total energy   -392.299045 hartree
HOMO-LUMO gap   10.14 eV
Energy relative to the best compared isomer or geometry (same formula, charge and spin)   0.0000 eV
Molecular weight   113.12 g/mol

Each line ends with the Löwdin charge.
Element x y z (Å)
C 1.751600 0.081826 -0.021544  -0.567
C -0.432200 -0.805140 0.025473  -0.163
C -2.451609 0.518608 -0.010689  -0.308
H 3.738012 0.230095 0.286527  0.100
H 3.217993 -1.344870 0.149441  0.097
H 2.205711 1.924999 0.025885  0.057
H -1.139283 -1.635965 0.113723  0.119
H -0.436328 1.217285 0.017251  0.068
H -2.771839 1.574024 -0.004980  0.122
H -4.237797 -0.132588 -0.095910  0.053
N 3.009046 -0.380458 -0.058393  0.126
N 1.393444 1.307049 0.015461  0.095
N 0.821527 -0.986591 -0.034171  0.089
N -1.074120 0.437932 -0.012612  0.048
N -3.261784 -0.464325 0.025233  0.064

Cartesian forces, eV/Å:
C -1.87 -0.70 0.04
C -1.11 1.47 -0.15
C -0.58 0.87 0.23
H -0.21 0.08 -0.27
H -0.61 -0.02 -0.14
H -0.20 -0.03 0.01
H 0.40 0.08 -0.18
H 0.14 0.67 -0.07
H 0.01 -0.31 -0.20
H 0.95 -0.23 0.39
N 2.13 -0.16 0.31
N 0.37 0.72 -0.01
N 0.85 -0.43 0.25
N -0.15 -2.43 0.27
N -0.13 0.41 -0.49

---

# 4
Computed, not measured: one molecule with the formula C3H7N5 in a non-equilibrium geometry, with ωB97M-V/def2-TZVPD.

Results
E_HOMO   -9.0 eV
DFT total energy   -392.005349 hartree
HOMO-LUMO gap   9.32 eV
Energy relative to the best compared isomer or geometry (same formula, charge and spin)   7.9919 eV
Molecular weight   113.12 g/mol

Each line ends with the Löwdin charge.
Element x y z (Å)
C 0.342027 -1.684960 -1.169442  -0.333
C 0.311761 0.366990 0.102870  -0.087
C -1.854476 1.888189 2.170619  -0.068
H 2.726288 -1.057641 -1.019054  -0.022
H 2.355928 -0.042130 -2.327360  0.136
H 0.959479 -2.761168 -1.477832  0.175
H -1.698320 -1.138100 -0.699978  0.143
H 0.915075 1.210705 0.358133  0.095
H -1.441643 2.687128 3.109749  0.114
H -3.010379 1.538991 2.249507  0.089
N 2.220131 -0.397978 -1.332378  0.057
N 0.822779 -0.362978 -1.051146  -0.149
N -0.864535 -2.070869 -0.864008  0.008
N -1.043714 0.362871 0.496735  0.004
N -0.740400 1.460950 1.453587  -0.161

Cartesian forces, eV/Å:
C -3.52 -4.12 0.46
C -3.97 -1.38 -3.23
C 3.97 0.12 1.00
H 4.03 -6.19 2.72
H 0.10 -1.11 2.24
H -0.70 3.94 0.80
H 3.76 -3.42 -0.35
H 0.69 -0.06 0.38
H -1.61 -2.29 -3.15
H 3.08 0.53 -0.74
N -4.80 9.24 -4.62
N 0.80 -2.14 1.67
N -1.33 3.68 -0.74
N 7.28 2.09 0.08
N -7.77 1.11 3.47

---

# 5
Computed, not measured: one molecule with the formula C3H7N5 in a non-equilibrium geometry, with ωB97M-V/def2-TZVPD.

Results
E_HOMO   -8.5 eV
DFT total energy   -392.202283 hartree
HOMO-LUMO gap   8.71 eV
Energy relative to the best compared isomer or geometry (same formula, charge and spin)   2.6330 eV
Molecular weight   113.12 g/mol

Each line ends with the Löwdin charge.
Element x y z (Å)
C 1.576859 -0.286642 -0.091626  -0.549
C -0.544102 -1.438914 -0.648289  -0.172
C -1.411061 0.586575 0.414920  -0.275
H 0.639270 1.468117 -0.852852  0.101
H 2.218083 1.528583 -0.255001  -0.007
H 1.988622 -1.388365 1.522961  0.027
H -0.976166 -2.457667 -1.003961  0.135
H -2.510897 -1.160369 0.063915  0.196
H -2.202957 0.833588 1.152705  0.130
H -1.014693 2.324380 0.138861  0.071
N 1.724353 0.936533 -0.777425  0.041
N 2.055404 -0.444060 1.125568  0.087
N 0.702940 -1.174206 -0.797980  0.113
N -1.463663 -0.782304 0.304796  0.007
N -0.781990 1.454747 -0.296591  0.094

Cartesian forces, eV/Å:
C -1.26 1.84 1.53
C 1.46 -0.71 1.42
C -1.79 0.62 0.00
H 3.09 -2.46 -0.07
H 2.92 2.66 2.69
H -0.34 0.31 -0.54
H 0.70 2.06 0.05
H 3.27 1.41 1.28
H 0.72 0.64 -0.18
H -0.04 1.01 -0.05
N -4.53 -2.32 -2.29
N -0.28 -0.37 -2.30
N -1.39 -1.10 0.48
N -1.27 -2.43 -3.32
N -1.27 -1.16 1.30

---

# 6
Computed, not measured: a 2-piece molecular cluster, C3H7N5 overall in a non-equilibrium geometry, with ωB97M-V/def2-TZVPD.

Results
E_HOMO (spin up / spin down)   -8.2 / -8.2 eV
DFT total energy   -392.264799 hartree
HOMO-LUMO gap (spin up / spin down)   8.36 / 8.36 eV
Energy relative to the best compared isomer or geometry (same formula, charge and spin)   0.9319 eV
Molecular weight   113.12 g/mol

Each line ends with the Löwdin charge.
Element x y z (Å)
C -0.922508 0.282814 0.653510  -0.109
C -1.105549 -0.829381 1.620211  -0.112
C -0.161052 0.195854 -0.465135  -0.518
N 0.484115 -1.004648 -0.685490  -0.026
N 2.013606 0.957375 0.919127  0.036
N 0.962666 -1.175019 -1.836670  0.078
N 2.432669 1.593492 0.123068  0.046
N 0.063602 1.239052 -1.341571  0.080
H -1.465341 1.199651 0.843634  0.104
H 1.411944 -2.098668 -1.876532  0.059
H 0.304684 0.932964 -2.271016  0.065
H -0.541187 2.038654 -1.283361  0.089
H -0.332317 -1.590982 1.472826  0.065
H -2.080849 -1.296295 1.482200  0.073
H -1.064483 -0.444862 2.645200  0.073

Cartesian forces, eV/Å:
C 0.45 -0.26 -0.79
C 0.29 -0.10 0.24
C -1.32 1.18 0.66
N 0.94 -1.73 -1.20
N 1.09 1.10 -0.94
N -0.43 0.72 0.79
N -0.48 -0.93 1.33
N 0.12 -0.17 -0.33
H 0.00 0.13 -0.08
H -0.17 0.11 0.31
H -0.01 0.11 -0.09
H -0.12 -0.09 -0.03
H -0.26 0.15 0.15
H -0.09 -0.08 0.07
H 0.00 -0.14 -0.09

---

# 7
Computed, not measured: a 2-piece molecular cluster, C3H7N5O4S overall in a non-equilibrium geometry, with ωB97M-V/def2-TZVPD.

Results
E_HOMO (spin up / spin down)   -7.9 / -7.9 eV
DFT total energy   -1091.316106 hartree
HOMO-LUMO gap (spin up / spin down)   5.50 / 5.50 eV
Energy relative to the best compared isomer or geometry (same formula, charge and spin)   4.0751 eV
Molecular weight   209.19 g/mol

Each line ends with the Löwdin charge.
Element x y z (Å)
C 2.164103 0.457084 -0.144466  -0.585
C -1.359480 -1.195604 -0.435221  -0.908
C -1.450883 1.656229 0.336643  -0.667
N 2.303539 -0.121026 -1.379548  0.166
N -0.938440 -2.523268 -0.402229  0.041
N 1.380216 -0.470464 0.577520  0.092
N -0.477710 -0.282169 -0.726828  -0.019
N 1.047092 -0.149177 1.790691  0.166
O -2.105122 2.747594 -0.015569  0.147
O 2.569795 1.541035 0.242691  0.088
O -1.386563 1.174071 1.414963  0.102
O -0.829954 1.059010 -0.761609  -0.049
S -3.075236 -0.885595 -0.348200  0.571
H 1.569980 -0.808592 -1.443239  0.075
H 2.477605 0.605954 -2.090278  0.137
H 0.092318 -2.683589 -0.208249  0.104
H -1.602052 -3.025067 0.199595  0.073
H 0.580875 -0.856643 2.226020  0.091
H 0.995743 0.847802 2.188715  0.187
H -1.955827 2.912406 -1.021409  0.190

Cartesian forces, eV/Å:
C 0.27 1.57 -1.72
C -3.48 -0.45 -0.05
C 0.00 -1.68 -0.86
N 0.87 1.86 0.70
N 1.30 0.51 1.03
N -1.86 -0.44 3.20
N 2.87 0.69 0.60
N 1.99 3.23 -2.46
O 0.79 0.53 -2.40
O -0.45 -1.43 0.11
O 0.08 0.43 1.19
O -0.62 0.79 -0.67
S 1.65 -0.34 0.06
H -0.06 0.02 -1.13
H -0.27 -1.15 0.18
H -1.86 0.28 -0.20
H 0.67 -0.07 -0.57
H -1.61 -2.04 1.76
H 0.18 -1.75 -1.20
H -0.46 -0.54 2.43

---

# 8
Computed, not measured: a 2-piece molecular cluster, C3H7NO overall in a non-equilibrium geometry, with ωB97M-V/def2-TZVPD.

Results
E_HOMO (spin up / spin down)   -0.4 / -3.2 eV
DFT total energy   -248.435191 hartree
HOMO-LUMO gap (spin up / spin down)   4.92 / 7.69 eV
2S+1   2
Energy relative to the best compared isomer or geometry (same formula, charge and spin)   0.5744 eV
Molecular weight   73.10 g/mol
Charge   -1

Each line ends with the Löwdin charge.
Element x y z (Å)
C -0.621055 0.287134 -0.106820  -0.393
C -1.926857 -0.044487 -0.388813  -0.112
C 0.277456 -1.851275 0.248419  -0.232
N 0.415542 -0.540035 0.256889  -0.155
H -0.287261 1.307516 0.039606  0.033
H -2.100820 -1.096159 -0.580035  -0.022
H -2.624064 0.740137 -0.638396  -0.018
H 1.129146 -2.450013 0.555710  -0.014
H -0.603666 -2.404533 -0.083315  -0.008
H 1.378243 2.061084 -0.010077  -0.002
H 2.633691 1.701610 0.694673  0.011
O 2.329647 2.289021 0.012162  -0.090

Cartesian forces, eV/Å:
C 0.90 -0.81 1.00
C 0.86 0.08 -0.22
C 0.03 -0.65 0.02
N -0.41 0.85 -0.36
H -0.59 0.54 -0.24
H -0.60 0.15 -0.02
H -0.26 -0.16 -0.11
H 0.05 -0.04 -0.01
H -0.05 0.14 0.02
H 0.64 -0.01 -0.25
H 0.29 -0.57 0.36
O -0.85 0.47 -0.20

---

# 9
Computed, not measured: one molecule with the formula C3H7NO in a non-equilibrium geometry, with ωB97M-V/def2-TZVPD.

Results
E_HOMO   -9.3 eV
DFT total energy   -248.430198 hartree
HOMO-LUMO gap   9.95 eV
Energy relative to the best compared isomer or geometry (same formula, charge and spin)   2.6203 eV
Molecular weight   73.09 g/mol

Each line ends with the Löwdin charge.
Element x y z (Å)
C 0.130534 1.085736 0.030695  -0.239
C -0.569841 -0.227318 -0.066539  -0.486
C 0.301983 -1.450027 -0.088309  -0.043
N -1.841314 -0.370711 0.156135  0.095
O 1.487765 1.023092 0.275713  -0.032
H 1.899229 1.870261 0.070408  0.102
H -2.302035 0.488060 0.456531  0.037
H -0.423410 1.863301 0.568073  0.127
H -0.252806 0.956081 -1.156866  0.193
H -0.314773 -2.340748 -0.168668  0.079
H 0.873881 -1.501952 0.836831  0.088
H 1.010786 -1.395774 -0.914005  0.080

Cartesian forces, eV/Å:
C -1.73 -1.08 -3.27
C -1.62 -1.09 4.18
C -0.11 0.07 -0.92
N 1.28 -0.29 -0.54
O 0.21 0.10 -0.08
H -0.10 -0.11 -0.03
H 0.16 0.20 -0.31
H 0.06 -0.17 -0.34
H 1.73 2.34 1.38
H -0.05 0.04 -0.10
H 0.01 0.18 0.02
H 0.15 -0.18 0.01

---

Question: The lowest molecular weight belongs to which entry?
Answer: number 9

---

Question: energy relative to the best compared isomer or geometry (same formula, charge and spin) of number 9 (C3H7NO)?
Answer: 2.6203 eV

---

Please write out number 1 again, unchanged.
Computed, not measured: C3H7N5 as an isolated structure in a non-equilibrium geometry, with ωB97M-V/def2-TZVPD.

Results
E_HOMO   -8.7 eV
DFT total energy   -391.998376 hartree
HOMO-LUMO gap   8.42 eV
Energy relative to the best compared isomer or geometry (same formula, charge and spin)   8.1816 eV
Molecular weight   113.12 g/mol

Each line ends with the Löwdin charge.
Element x y z (Å)
C -0.945432 0.223279 1.110411  -0.233
C -0.041404 -0.001079 0.076820  -0.425
C 3.036309 -0.891666 -0.647459  -0.045
H -3.826279 0.560390 -0.196782  0.140
H -2.255146 0.062786 -1.037742  0.085
H -0.459020 0.019976 2.131986  0.132
H -1.089557 -1.586544 -0.322197  0.121
H 1.024403 2.098529 0.277181  0.283
H 4.219604 -0.850211 -0.686067  0.067
H 2.275899 -1.883283 -0.535725  0.094
N -2.822832 0.175761 -0.169401  -0.014
N -2.238949 0.321247 1.004150  -0.039
N -0.377761 -0.899230 -0.983813  0.043
N 1.232954 0.744891 0.169140  -0.099
N 2.465624 0.456638 -0.429973  -0.111

Cartesian forces, eV/Å:
C -0.42 -0.52 3.65
C 1.96 -2.56 -6.10
C -3.89 4.26 1.90
H 2.50 -0.88 -0.07
H -0.60 0.23 0.81
H -1.29 1.17 -1.15
H 1.84 2.28 -2.80
H 0.96 -5.61 -0.58
H -2.98 -0.21 -0.35
H 2.57 2.83 -0.37
N -2.13 0.92 -0.72
N 0.70 -0.20 0.22
N 0.24 0.95 6.54
N -1.75 2.62 -0.95
N 2.28 -5.28 -0.03